C3H3LiNaO4 | the ωB97M-V functional and the def2-TZVPD basis

Output
- E_HOMO (spin up / spin down) (eV) = -7.592 / -7.593
- relative energy (zero: lowest compared OMol25 entry of this formula, charge and spin) (eV) = 0.000
- total charge = 0
- spin multiplicity = 2
- orbital gap (spin up / spin down) (eV) = 6.4 / 6.0

```
12
Properties=species:S:1:pos:R:3:forces:R:3:mulliken_charge:R:1
Na -4.010192 1.824243 0.820735 0.50 0.08 -0.31 0.9229
O 0.084768 -1.420279 0.880385 0.16 0.15 -0.29 -0.9761
O 1.160628 0.072314 -1.116622 0.27 -0.59 0.01 -0.6099
O -2.095089 1.011843 -0.303379 -0.17 -0.17 0.03 -0.8315
O -2.654426 3.166368 -0.605459 -0.04 -0.36 0.04 -0.6214
C -1.989093 2.155289 -0.801535 -0.29 0.39 0.20 0.5275
C 1.419042 -1.492735 0.666214 -0.21 -0.34 -0.08 -0.2741
C 1.907106 -0.673560 -0.491464 -0.24 0.92 0.35 0.1485
Li -0.708508 -0.312515 -0.336601 0.43 -0.05 0.30 0.9086
H 1.822336 -2.519140 0.455054 -0.12 0.09 0.08 0.2232
H 2.061802 -1.152628 1.521810 -0.08 0.01 -0.17 0.2342
H 3.001624 -0.659200 -0.689137 -0.21 -0.13 -0.16 0.3480
```
Positions in Å, forces in eV/Å.